{
  "formula": "C4H5N3O",
  "method": "ωB97M-V with the def2-TZVPD basis set",
  "elements": ["C", "C", "C", "C", "H", "H", "H", "H", "H", "N", "N", "N", "O"],
  "coordinates": [[0.109386, -1.283482, 0.296329], [0.153463, 0.092988, 0.321841], [-0.741726, 0.472389, -1.901495], [0.505493, 0.670641, 1.559824], [-0.172233, -3.097392, 1.338384], [0.055216, -1.740704, 2.250113], [0.163118, -1.791841, -0.655731], [0.569319, 1.722684, -0.994527], [-1.466742, -0.284588, -1.563723], [0.049291, -2.102247, 1.335216], [0.091134, 0.893567, -0.832820], [0.841266, 0.984785, 2.669675], [-0.772527, 0.880487, -3.029750]],
  "atomic_forces_ev_per_a": [[0.0714, 1.0583, -1.5614], [0.7330, -0.8984, 0.2249], [-0.0584, 0.2418, 1.3409], [1.0477, 1.4810, 5.1061], [0.2620, 0.7465, -0.7991], [0.0194, 0.7358, 1.0747], [-0.2912, 0.1246, -0.2207], [1.3944, 1.4319, 0.0928], [0.1459, -0.1722, 0.1668], [-0.1029, -1.6023, 1.1205], [-2.4106, -2.3860, -1.9785], [-1.3966, -1.2068, -4.6365], [0.5858, 0.4459, 0.0696]],
  "nbo_charge": [0.084, -0.120, 0.531, 0.242, 0.410, 0.399, 0.212, 0.414, 0.104, -0.768, -0.609, -0.334, -0.565],
  "charge": 0,
  "smiles": "N#C/C(=C\\N)NC=O",
  "relative_energy_ev": 1.880,
  "largest_force_ev_per_a": 5.42
}

{
  "formula": "C4H5N3O",
  "method": "ωB97M-V with the def2-TZVPD basis set",
  "elements": ["C", "C", "C", "C", "H", "H", "H", "H", "H", "N", "N", "N", "O"],
  "coordinates": [[-0.885421, 0.004218, -2.353836], [-0.358908, 0.422912, 0.144938], [-0.060519, 0.273596, 2.306361], [1.022667, -0.453271, 0.459103], [-0.923520, -0.985957, -2.396588], [-0.050223, 0.484118, -2.942503], [-1.796485, 0.257545, -2.954071], [0.327971, 0.427661, 3.323114], [1.838138, -0.437863, 2.513655], [-0.914116, 0.850497, -0.935130], [-0.911194, 0.711673, 1.348832], [0.989494, -0.529617, 1.822148], [1.722116, -1.025512, -0.336023]],
  "atomic_forces_ev_per_a": [[0.8656, 7.4427, 0.2209], [1.0635, -1.3497, -2.3492], [0.3042, 0.1918, -3.5705], [-1.9339, -0.5539, -2.5979], [0.7717, -4.3714, 1.0630], [-0.6590, -1.0358, 0.5721], [0.4592, 0.5676, 1.1161], [-2.5883, 0.8239, 0.3613], [-1.7080, -0.9961, -2.5152], [-0.6298, -3.4104, -1.2435], [1.7737, 0.8286, 5.5092], [2.1810, 1.1385, 2.7643], [0.1001, 0.7242, 0.6694]],
  "nbo_charge": [-0.415, 0.283, 0.297, 0.604, 0.193, 0.208, 0.203, 0.211, 0.416, -0.377, -0.465, -0.643, -0.514],
  "charge": 0,
  "smiles": "C/N=C1/N=CNC1=O",
  "relative_energy_ev": 4.317,
  "largest_force_ev_per_a": 7.50
}

{
  "formula": "C4H5N3O",
  "method": "ωB97M-V with the def2-TZVPD basis set",
  "elements": ["C", "C", "C", "C", "H", "H", "H", "H", "H", "N", "N", "N", "O"],
  "coordinates": [[-1.089768, 0.035138, -0.003813], [1.586096, -0.760792, -0.114319], [1.044758, 0.563280, -0.494422], [0.109588, 0.817668, 0.578423], [-3.007555, -0.181815, -0.375674], [-1.240572, -2.100562, 0.152976], [2.615358, -1.106622, -0.084498], [0.582055, 0.541435, -1.561793], [0.376507, 0.714054, 1.601127], [-2.294661, 0.509382, -0.130986], [-0.644205, -1.298582, -0.030947], [0.673263, -1.652015, 0.188832], [0.828673, 1.911282, 0.035544]],
  "atomic_forces_ev_per_a": [[-2.7574, 1.9596, 2.4016], [0.3569, -1.2387, 0.8415], [0.0631, 0.1432, -1.9583], [-2.7244, 0.7631, -2.0984], [0.3529, -0.1107, -0.2235], [-0.1233, 0.6834, -0.1057], [-0.1154, 0.0978, 0.1394], [0.6775, -0.0875, 1.8361], [0.0591, -0.8795, 0.6730], [2.0492, -0.9279, 0.0343], [0.3302, -0.1594, 0.3837], [1.3760, 0.8909, -1.5643], [0.4556, -1.1343, -0.3594]],
  "nbo_charge": [0.402, 0.005, -0.041, -0.003, 0.335, 0.410, 0.214, 0.211, 0.211, -0.661, -0.477, -0.204, -0.401],
  "charge": 0,
  "smiles": "[H]/N=C1\\NN=C[C@@H]2O[C@@H]12",
  "relative_energy_ev": 6.106,
  "largest_force_ev_per_a": 4.15
}

{
  "formula": "C4H5N3O",
  "method": "ωB97M-V with the def2-TZVPD basis set",
  "elements": ["C", "C", "C", "C", "H", "H", "H", "H", "H", "N", "N", "N", "O"],
  "coordinates": [[-0.287340, 1.250674, -1.373008], [1.149186, 0.787440, 0.673748], [0.238326, -1.184576, 1.413945], [-0.390239, -0.821066, 0.175882], [-2.082421, 0.166028, -1.854233], [0.550290, 1.978828, -1.504214], [1.811075, 1.705346, 0.630593], [0.536434, -2.151791, 1.132954], [-0.505094, -1.552983, 2.030628], [-1.263375, 0.943386, -2.161377], [0.119498, 0.486422, -0.204408], [1.290647, -0.185909, 1.645596], [-1.166987, -1.421800, -0.606107]],
  "atomic_forces_ev_per_a": [[-0.7570, -2.5052, -0.1413], [0.2027, -3.5152, 3.3889], [1.6273, 1.1276, -1.9604], [-3.1560, 0.9886, -5.2144], [3.7433, 2.4822, -0.5234], [-1.2625, -0.0858, -0.7908], [-0.9961, -1.3684, -0.0643], [1.9044, -1.5702, -0.2720], [-1.4764, 0.5476, 2.6668], [-0.7769, -0.2230, 1.9112], [-0.5505, -0.2659, 0.1389], [-0.4372, 3.2331, -1.9670], [1.9348, 1.1546, 2.8278]],
  "nbo_charge": [0.266, 0.253, -0.410, 0.689, 0.414, 0.176, 0.229, 0.264, 0.266, -0.626, -0.502, -0.435, -0.584],
  "charge": 0,
  "smiles": "[H]/N=C\\N1C=NCC1=O",
  "relative_energy_ev": 3.208,
  "largest_force_ev_per_a": 6.17
}

{
  "formula": "C4H5N3O",
  "method": "ωB97M-V with the def2-TZVPD basis set",
  "elements": ["C", "C", "C", "C", "H", "H", "H", "H", "H", "N", "N", "N", "O"],
  "coordinates": [[1.115870, -0.696644, 0.281082], [-0.272774, -0.300014, 0.107950], [-2.353548, -0.296656, -0.160081], [-0.793503, 1.108113, 0.064443], [2.036363, 1.302778, 0.442807], [2.871721, -0.094526, -0.850179], [1.501439, -1.102175, 1.307837], [0.973656, -1.591450, -0.533941], [-3.420966, -0.661779, -0.485780], [1.920118, 0.417172, -0.446070], [-1.227981, -1.226279, 0.174961], [-2.184753, 0.991057, -0.154070], [-0.165645, 2.150409, 0.251044]],
  "atomic_forces_ev_per_a": [[1.7310, -1.1728, -2.7829], [-1.3103, -2.9747, 2.3551], [-2.5394, -0.0122, -0.3740], [0.6179, 2.8743, 0.2175], [0.3295, -3.6174, -3.8930], [-2.7863, 2.2797, 2.0450], [-0.9619, 0.8337, -1.8907], [1.4702, 1.5088, 2.1372], [2.3671, 0.1922, 0.9340], [2.0520, -0.3084, 3.0493], [0.2568, 4.3827, -1.4067], [0.2153, -1.4588, -0.1228], [-1.4418, -2.5271, -0.2681]],
  "nbo_charge": [-0.309, 0.211, 0.292, 0.589, 0.400, 0.385, 0.238, 0.240, 0.212, -0.871, -0.426, -0.509, -0.453],
  "charge": 0,
  "smiles": "NCC1=NC=NC1=O",
  "relative_energy_ev": 4.677,
  "largest_force_ev_per_a": 5.32
}

{
  "formula": "C4H5N3O",
  "method": "ωB97M-V with the def2-TZVPD basis set",
  "elements": ["C", "C", "C", "C", "H", "H", "H", "H", "H", "N", "N", "N", "O"],
  "coordinates": [[-0.474077, 1.034622, -0.178878], [0.873478, 0.641783, -0.228915], [2.288755, 0.334559, 0.048941], [0.697700, -0.714379, -0.140807], [-2.885768, -0.961785, -0.808739], [-2.795754, -0.556232, 0.925800], [-0.984939, 1.900767, -0.008434], [3.235425, 0.675374, -0.602719], [2.623480, 0.408942, 1.223044], [-2.708043, -0.161010, -0.000763], [-1.238745, -0.163496, -0.045701], [-0.567580, -1.279906, -0.091706], [1.936069, -1.159236, -0.091124]],
  "atomic_forces_ev_per_a": [[0.2449, -3.1180, 0.7310], [-3.3466, -0.1831, 0.2780], [4.1112, -0.1352, 2.0015], [-3.2717, -2.4775, -0.9795], [-0.0478, 2.4037, 3.0327], [-0.9509, -0.5704, -0.0230], [-1.1268, 2.2408, 0.0027], [-2.4742, -0.8955, 1.1537], [-0.9263, 0.1500, -2.9917], [2.2917, -2.3694, -2.9469], [-0.9984, 4.5782, -0.7780], [3.9797, 0.2855, 0.2309], [2.5150, 0.0910, 0.2887]],
  "nbo_charge": [-0.028, -0.281, -0.062, 0.430, 0.373, 0.364, 0.214, 0.221, 0.215, -0.615, -0.026, -0.326, -0.479],
  "charge": 0,
  "relative_energy_ev": 6.362,
  "largest_force_ev_per_a": 4.75
}

{
  "formula": "C4H5N3O",
  "method": "ωB97M-V with the def2-TZVPD basis set",
  "elements": ["C", "C", "C", "C", "H", "H", "H", "H", "H", "N", "N", "N", "O"],
  "coordinates": [[2.472261, -0.099926, -0.057646], [-0.864929, 0.439538, -0.259959], [-2.356647, 0.529035, 0.054120], [-0.942815, -0.929539, -0.085252], [2.858744, -1.342631, -0.155861], [2.746545, 0.380480, 1.094125], [2.469260, 0.655771, -0.981514], [-3.377193, 1.316214, -0.479507], [-2.346175, 0.967783, 1.321025], [0.986075, -0.322200, -0.167543], [0.296589, 0.885179, -0.163520], [0.282729, -1.345173, 0.085631], [-2.224440, -1.134530, -0.204095]],
  "atomic_forces_ev_per_a": [[-1.0696, -2.0238, 0.8872], [-4.3910, -0.1781, 0.6573], [-1.5588, 2.7119, 1.7249], [2.9336, 2.4313, -0.9737], [-0.4586, 4.2744, -0.0065], [-0.5929, -1.3636, -3.6384], [1.5926, -1.7520, 2.2621], [3.3908, -3.1638, 1.1188], [-0.5228, -2.2787, -3.7227], [3.2744, 4.9421, 1.2908], [3.1997, 0.4540, -1.2063], [-1.5300, -4.7778, -0.1073], [-4.2674, 0.7239, 1.7137]],
  "nbo_charge": [-0.449, 0.003, -0.098, 0.363, 0.244, 0.225, 0.260, 0.243, 0.236, -0.040, -0.258, -0.261, -0.467],
  "charge": 0,
  "relative_energy_ev": 9.542,
  "largest_force_ev_per_a": 6.07
}

{
  "formula": "C4H5N3O",
  "method": "ωB97M-V with the def2-TZVPD basis set",
  "elements": ["C", "C", "C", "C", "H", "H", "H", "H", "H", "N", "N", "N", "O"],
  "coordinates": [[0.704273, -0.813834, -0.122886], [-1.711351, 0.384162, -0.096018], [-0.630751, 1.290905, -0.096568], [0.712303, 0.797806, 0.068691], [2.552343, -1.217442, 0.604976], [-2.216729, -1.666005, -0.185832], [-2.797949, 0.537542, -0.267588], [-0.841992, 2.416997, 0.193470], [2.536174, 0.817482, -0.263137], [-0.364229, -1.543221, 0.187536], [-1.587737, -0.903372, 0.078458], [1.771954, 1.475475, 0.072682], [1.873689, -1.576498, -0.173787]],
  "atomic_forces_ev_per_a": [[-1.1358, -0.3550, 2.6027], [-0.3448, 2.3927, -0.5098], [-2.5745, 1.0552, 2.1794], [-1.0006, -3.1606, -2.1343], [-2.5626, -1.1530, -2.9989], [-0.4588, 1.2680, 0.2937], [0.9556, 1.1546, 0.1764], [0.4385, -2.4361, -1.2501], [-0.6586, 1.1348, 1.0356], [1.9087, 1.6212, -1.7259], [2.1169, -3.5453, 0.1225], [1.9897, -0.6169, -0.6370], [1.3264, 2.6404, 2.8457]],
  "nbo_charge": [0.436, 0.062, -0.379, 0.185, 0.490, 0.417, 0.220, 0.248, 0.334, -0.284, -0.381, -0.665, -0.682],
  "charge": 0,
  "smiles": "[H]/N=c1/cc[nH]nc1O",
  "relative_energy_ev": 3.918,
  "largest_force_ev_per_a": 4.13
}

{
  "formula": "C4H5N3O",
  "method": "ωB97M-V with the def2-TZVPD basis set",
  "elements": ["C", "C", "C", "C", "N", "N", "N", "O", "H", "H", "H", "H", "H"],
  "coordinates": [[-2.541541, 0.639464, 0.122917], [-2.244252, -0.688636, 0.067763], [0.111258, -0.148220, 0.236211], [1.931362, 1.188959, -0.086686], [-2.632558, 1.812178, 0.166645], [-2.368546, -1.903455, -0.010749], [0.377196, -1.282740, -0.139969], [0.591264, 1.045585, 0.335268], [2.260203, 1.161992, -1.136661], [2.383700, 0.224974, 0.210624], [2.363649, 2.010790, 0.605400], [-1.439717, -2.401283, 0.050405], [1.207985, -1.659605, -0.421170]],
  "atomic_forces_ev_per_a": [[-0.7559, 2.6002, 0.0054], [2.7403, -0.6340, 0.6460], [-3.9720, -1.3290, -0.5969], [2.8615, -0.5368, 2.2400], [-0.1288, -1.9832, -0.0966], [0.0118, 1.1611, 0.0207], [-1.6367, 0.1266, 0.8362], [-0.7492, 0.6555, -0.6763], [-1.2438, 1.0529, -0.0664], [0.4547, 0.4984, 0.4240], [-0.5414, -1.2212, -1.7790], [-0.0478, 0.5184, -0.1354], [3.0072, -0.9089, -0.8218]],
  "nbo_charge": [0.122, 0.267, 0.591, -0.285, -0.252, -0.533, -0.790, -0.486, 0.207, 0.171, 0.219, 0.405, 0.364],
  "charge": 0,
  "relative_energy_ev": 6.691,
  "largest_force_ev_per_a": 4.23
}

{
  "formula": "C4H5N3O2",
  "method": "ωB97M-V with the def2-TZVPD basis set",
  "elements": ["C", "C", "C", "O", "N", "N", "C", "N", "H", "H", "H", "O", "H", "H"],
  "coordinates": [[-0.141793, 1.127886, 1.649678], [0.690834, 0.075724, 1.023961], [0.790414, -0.392663, -0.255801], [1.815731, -1.253051, -0.303441], [2.293799, -1.385864, 0.970234], [1.634196, -0.632798, 1.730499], [0.147389, -0.068727, -1.498568], [-0.137568, 0.675326, -2.378688], [0.501351, 1.881104, 2.123803], [-0.774552, 1.616963, 0.904289], [-0.781656, 0.686604, 2.424737], [-2.000399, -1.138064, -2.267063], [-2.320411, -1.024891, -1.365539], [-1.717335, -0.167551, -2.758101]],
  "atomic_forces_ev_per_a": [[-0.2916, 0.0197, 0.1617], [-0.1490, -0.3451, -0.6163], [-0.0153, -0.0780, 0.0430], [-0.2739, -0.5529, -0.3973], [-0.0536, 0.1488, 0.4063], [0.3375, 0.1332, 0.0108], [0.4689, 4.1028, -2.0970], [1.1029, -2.4924, 2.7223], [-0.1754, -0.2106, -0.1347], [0.1063, -0.0609, 0.1221], [0.1339, 0.1740, -0.1476], [0.5355, 2.4924, -2.4028], [-0.1358, 0.7097, -0.2930], [-1.5904, -4.0408, 2.6226]],
  "nbo_charge": [-0.648, 0.104, 0.132, -0.244, 0.137, -0.199, 0.311, -0.310, 0.246, 0.235, 0.242, -0.978, 0.466, 0.505],
  "charge": 0,
  "smiles": "Cc1nnoc1C#N.O",
  "relative_energy_ev": 5.178,
  "largest_force_ev_per_a": 5.07
}

{
  "formula": "C4H5N3O2P",
  "method": "ωB97M-V with the def2-TZVPD basis set",
  "elements": ["C", "C", "C", "C", "N", "N", "N", "O", "O", "P", "H", "H", "H", "H", "H"],
  "coordinates": [[-1.187629, 0.346158, 0.606532], [-0.465769, -1.181547, -0.810855], [-2.409340, 0.046540, -1.330170], [2.133357, 0.296510, 1.566466], [-0.312763, -0.632936, 0.352099], [-2.225307, 0.696031, -0.162929], [-1.490633, -0.941832, -1.655263], [0.764774, -1.621018, 2.811114], [1.879646, -2.271169, 0.598116], [1.552009, -1.286661, 1.603718], [-1.047868, 0.899751, 1.565830], [0.184102, -1.957257, -1.040406], [-3.263434, 0.157199, -1.880936], [1.743055, 1.000314, 2.343876], [3.067631, 0.491241, 1.057024]],
  "atomic_forces_ev_per_a": [[-0.1145, 0.2000, 0.4835], [-2.6554, 0.4019, -1.0454], [5.8795, -2.8861, 3.6433], [-0.0223, -0.0974, 0.5215], [-0.9503, 1.4187, 0.7934], [-0.5481, 0.4647, -0.4276], [-1.4585, 1.4335, -0.7648], [-0.5742, -0.3158, 0.2319], [0.9213, -1.7082, -2.0242], [-0.3066, 2.9362, 2.3857], [-0.1304, -0.5535, -0.9072], [1.2875, -1.2671, -0.6029], [-1.8801, 0.5164, -1.4888], [0.6828, -0.8084, -0.6655], [-0.1305, 0.2651, -0.1327]],
  "nbo_charge": [0.313, 0.288, 0.259, -1.361, -0.461, -0.499, -0.488, -1.161, -1.164, 2.254, 0.205, 0.217, 0.177, 0.211, 0.208],
  "charge": -1,
  "largest_force_ev_per_a": 7.49,
  "energy_ev": -22084.35864
}

{
  "formula": "C4H5N3O2S",
  "method": "ωB97M-V with the def2-TZVPD basis set",
  "elements": ["C", "C", "C", "C", "N", "N", "N", "O", "O", "S", "H", "H", "H", "H", "H"],
  "coordinates": [[-0.154392, -2.008927, -0.441470], [-1.338483, -1.305710, 0.255598], [0.570135, -0.626417, -0.395130], [-0.581814, -0.218444, 0.422349], [-2.792488, 1.931944, -0.436106], [1.843287, -0.822148, 0.387486], [-2.865829, 0.739685, -0.091267], [0.216668, -3.151216, -0.530810], [-2.576082, -1.634360, 0.539981], [-3.825604, -0.512889, 0.106041], [0.589857, -0.254069, -1.455349], [-0.793801, 0.537213, 1.076855], [-3.709416, 2.270730, -0.765492], [1.647997, -0.814485, 1.380940], [2.215525, -1.715701, 0.115267]],
  "atomic_forces_ev_per_a": [[-1.3007, -0.8310, 0.9424], [1.4429, -0.9512, -1.4455], [1.6707, -1.8321, 0.1481], [-0.5311, -0.9800, -0.4896], [-0.6091, -0.6866, -0.1245], [-0.6010, 1.3524, -1.4960], [-0.1735, 0.6325, 0.1288], [-0.1301, 1.0808, -0.4121], [-1.1712, -0.4178, 0.5855], [0.5051, 0.3326, -0.3287], [0.7462, 0.2796, 1.2260], [0.0605, 2.2468, 1.1969], [-0.0697, 0.1985, 0.0922], [-0.1165, -0.1543, -0.1467], [0.2776, -0.2701, 0.1233]],
  "nbo_charge": [0.550, 0.184, -0.159, -0.175, -0.306, -0.837, -0.378, -0.528, -0.617, 0.804, 0.214, 0.221, 0.290, 0.362, 0.374],
  "charge": 0,
  "relative_energy_ev": 5.098,
  "largest_force_ev_per_a": 2.55
}